This record from the OMol25 dataset describes a structure of composition C33H26AsF6IrN4O2S2 in a non-equilibrium geometry. The level of theory is wB97M-V/def2-TZVPD.

Structure (XYZ):
```
75
C33H26AsF6IrN4O2S2 | the OMol25 dataset | wB97M-V/def2-TZVPD
Ir -1.092 0.150 0.183
C -4.208 0.960 -0.564
N -2.838 0.989 -1.140
C -2.771 0.043 -2.275
C -2.723 -1.369 -1.743
N -1.468 -1.618 -0.977
C -0.346 -1.863 -1.912
C -1.722 -2.759 -0.088
C -1.395 -4.062 -0.433
C -1.771 -5.103 0.403
C -2.482 -4.838 1.566
C -2.781 -3.534 1.921
C -2.384 -2.481 1.104
S -2.625 -0.813 1.584
C -2.592 2.368 -1.541
C -2.857 2.801 -2.829
C -2.718 4.143 -3.159
C -2.295 5.062 -2.219
C -2.015 4.636 -0.930
C -2.182 3.304 -0.585
S -2.064 2.862 1.119
H -4.929 1.177 -1.358
H -4.297 1.708 0.215
H -4.411 -0.010 -0.122
H -1.893 0.280 -2.873
H -3.657 0.139 -2.911
H -2.789 -2.087 -2.566
H -3.555 -1.555 -1.069
H -0.644 -2.582 -2.677
H 0.505 -2.253 -1.358
H -0.052 -0.941 -2.392
H -0.857 -4.278 -1.345
H -1.508 -6.119 0.141
H -2.776 -5.651 2.217
H -3.278 -3.315 2.857
H -3.167 2.104 -3.593
H -2.930 4.460 -4.172
H -2.161 6.100 -2.489
H -1.680 5.334 -0.175
N 7.083 2.883 3.289
C 5.984 2.724 2.997
C 4.602 2.532 2.645
C 3.671 2.296 3.658
C 2.344 2.123 3.328
C 1.950 2.215 1.985
C 2.888 2.446 0.969
C 4.218 2.592 1.305
C 0.592 2.096 1.651
C -0.541 1.945 1.185
H 3.998 2.238 4.687
H 1.603 1.923 4.089
H 2.556 2.487 -0.063
H 4.962 2.752 0.538
F 0.057 1.187 -1.619
As 1.074 1.858 -2.998
F 0.243 3.351 -2.776
F -0.225 1.296 -4.024
F 1.818 0.309 -3.138
F 1.940 2.463 -4.347
F 2.268 2.393 -1.884
O -0.347 -1.998 2.951
C 0.491 -1.795 2.107
N 0.484 -0.813 1.100
C 1.770 -0.727 0.566
O 2.182 0.158 -0.141
C 2.580 -1.863 1.095
C 3.857 -2.282 0.784
C 4.329 -3.407 1.455
C 3.546 -4.061 2.406
C 2.264 -3.615 2.715
C 1.804 -2.511 2.028
H 4.452 -1.760 0.047
H 5.320 -3.783 1.236
H 3.946 -4.930 2.912
H 1.648 -4.111 3.454
```

Computed properties:
DFT total energy (eV): -146354.3697
Frontier orbital gap (spin up / spin down) (eV): 5.59 / 5.59
E_HOMO (spin up / spin down) (Eh): -0.2840 / -0.2841
ΔE to the lowest compared entry with this formula, charge and spin (eV): 1.410